(1)
111
Properties=species:S:1:pos:R:3 method="wB97M-V/def2-TZVPD" charge=-1 e_tot_ha=-2944.6576 lumo_ev=0.482 homo_lumo_gap_ev=5.06
C -0.0527 2.2306 -1.1216
C -0.2814 0.7916 -0.6115
Nb 1.4108 -0.0487 0.6016
C 3.1831 0.8829 -0.4414
C 3.6402 0.4248 -1.8393
C 2.7038 0.7473 -2.9862
O 1.5235 -0.0479 -3.0259
C -0.2968 -0.9582 1.8486
C -1.4636 -1.5885 1.0581
C -1.8712 -3.0290 1.3140
N -1.0565 -3.7916 2.1241
O -2.8964 -3.5008 0.8396
C 1.3072 -2.0203 -0.5844
O 2.5001 -2.6487 -1.1017
C 2.8025 -3.9049 -0.6926
C 4.1477 -4.2243 -0.5606
C 4.5175 -5.5071 -0.1848
C 3.5589 -6.4876 0.0612
C 2.2188 -6.1704 -0.0906
C 1.8299 -4.8896 -0.4688
C 1.4122 1.6357 2.1472
C 2.4240 1.8170 3.2790
N 3.7255 1.3402 2.8568
N 2.0836 1.0792 4.4963
N 2.3994 3.2519 3.7117
P 2.7908 -1.6959 2.1208
N 4.3164 -1.9264 1.6860
H 0.7664 2.7581 -0.6311
H -0.9501 2.8378 -0.9656
H 0.1297 2.2340 -2.1994
H -0.5202 0.1426 -1.4561
H -1.1690 0.7820 0.0294
H 4.0649 0.8551 0.2090
H 2.9458 1.9587 -0.5205
H 4.5628 0.9698 -2.0991
H 3.9317 -0.6299 -1.8547
H 2.3891 1.7919 -2.9224
H 3.2535 0.6463 -3.9293
H 1.7501 -0.8776 -3.4570
H -0.7205 -0.1957 2.5056
H 0.0984 -1.7023 2.5465
H -2.3773 -1.0141 1.2370
H -1.3309 -1.5514 -0.0296
H -1.2062 -4.7784 1.9600
H -0.0746 -3.5497 2.1103
H 0.6256 -1.8327 -1.4208
H 0.7863 -2.7312 0.0617
H 4.8870 -3.4514 -0.7192
H 5.5711 -5.7308 -0.0601
H 3.8633 -7.4789 0.3717
H 1.4575 -6.9209 0.0864
H 0.7808 -4.6622 -0.6005
H 0.4394 1.6229 2.6504
H 1.4074 2.5548 1.5388
H 4.0982 1.9185 2.1122
H 4.3688 1.3539 3.6403
H 1.5623 1.7103 5.0913
H 1.4772 0.2974 4.2812
H 3.0621 3.3476 4.4786
H 2.7696 3.8142 2.9527
H 2.6922 -1.4085 3.5044
H 2.1073 -2.9484 2.1323
H 4.5501 -1.3257 0.9042
C -5.0828 -2.9898 3.1898
C -6.0885 -3.3969 4.0609
C -6.2573 -2.7640 5.2816
C -5.4131 -1.7208 5.6439
C -4.4026 -1.3136 4.7698
C -4.2454 -1.9473 3.5450
C -3.4490 -0.2272 5.1376
O -2.5802 0.1318 4.3739
C -3.5917 0.3859 6.4907
C -2.6825 1.3600 6.8834
C -2.8036 1.9532 8.1280
C -3.8367 1.5806 8.9815
C -4.7441 0.6097 8.5943
C -4.6231 0.0039 7.3495
C -5.6009 -1.0587 6.9640
O -6.5057 -1.3724 7.7102
H -4.9350 -3.4860 2.2395
H -6.7386 -4.2178 3.7875
H -7.0323 -3.0724 5.9696
H -3.4556 -1.6266 2.8854
H -1.8894 1.6387 6.2029
H -2.0924 2.7087 8.4350
H -3.9313 2.0493 9.9524
H -5.5514 0.3059 9.2461
C 2.7610 4.0437 -9.8886
C 1.6867 4.6280 -10.5511
C 0.4142 4.5534 -10.0122
C 0.2078 3.8871 -8.8102
C 1.2830 3.2896 -8.1531
C 2.5602 3.3759 -8.6931
C 1.0903 2.5390 -6.8747
O 2.0327 2.0381 -6.3021
C -0.2962 2.4404 -6.3350
C -0.5155 1.7173 -5.1677
C -1.7925 1.6368 -4.6377
C -2.8540 2.2751 -5.2685
C -2.6434 2.9894 -6.4356
C -1.3663 3.0728 -6.9763
C -1.1714 3.8360 -8.2395
O -2.0932 4.3991 -8.7925
H 3.7562 4.1087 -10.3084
H 1.8450 5.1438 -11.4892
H -0.4321 5.0068 -10.5091
H 3.3816 2.9126 -8.1643
H 0.3147 1.2255 -4.6739
H -1.9559 1.0756 -3.7266
H -3.8488 2.2133 -4.8472
H -3.4581 3.4901 -6.9398


(2)
19
Properties=species:S:1:pos:R:3 method="wB97M-V/def2-TZVPD" smiles=c1ccc2c(c1)C[C@@H]1N[C@H]21 e_tot_ha=-402.9044 lumo_ev=1.025 de_lowest_kcal_mol=111.9 homo_lumo_gap_ev=9.52
C -0.1883 -2.5568 -0.6595
C -0.9581 -1.7899 -1.4675
C -1.1021 -0.4346 -1.5194
C -0.4037 0.3307 -0.6990
C 0.5500 -0.2939 0.1364
C 0.5253 -1.7524 0.3075
C 1.4745 0.8035 0.8600
C 0.7286 2.0252 0.6225
N -0.5968 1.9320 1.2320
C -0.4848 1.8697 -0.2632
H -0.4136 -3.6683 -0.2127
H -1.6745 -2.1646 -2.1921
H -1.9047 -0.0816 -2.0776
H 0.9744 -2.5547 1.0720
H 1.7252 0.6180 1.9527
H 2.5350 0.5601 0.3885
H 1.4679 2.8360 1.0867
H -1.0639 1.4524 1.9501
H -1.1905 2.8691 -0.5173


(3)
9
Properties=species:S:1:pos:R:3 method="wB97M-V/def2-TZVPD" charge=-1 e_tot_ha=-171.6469 lumo_ev=4.017 de_lowest_kcal_mol=14.3 homo_lumo_gap_ev=6.22
O 2.9462 -1.1187 -0.6455
H 2.1240 -0.8831 -0.2068
C -1.2909 0.1853 -0.0305
N -0.0381 0.2760 0.6872
H -1.5654 -0.8495 -0.1781
H -1.2565 0.6654 -1.0175
H -2.0270 0.7922 0.4835
H 0.3568 1.2035 0.5884
H 0.7508 -0.2711 0.3193


(4)
61
Properties=species:S:1:pos:R:3 method="wB97M-V/def2-TZVPD" smiles="O=S(=O)(c1ccc(Cl)cc1)N1CCC(O)(CN2CCN(Cc3ccccc3)CC2)CC1" e_tot_ha=-2142.7963 lumo_ev=0.369 de_lowest_kcal_mol=15.2 homo_lumo_gap_ev=9.20
O -5.8141 -2.6019 -0.1301
S -4.7779 -2.0941 0.7184
O -4.7147 -2.5170 2.0859
C -4.9100 -0.2957 0.7158
C -4.4208 0.4229 1.7902
C -4.4748 1.8063 1.7729
C -5.0258 2.4474 0.6713
Cl -5.0829 4.1707 0.6359
C -5.5401 1.7259 -0.3979
C -5.4799 0.3429 -0.3692
N -3.3354 -2.4903 0.0191
C -3.1952 -2.3523 -1.4079
C -2.5869 -1.0062 -1.8083
C -1.2603 -0.7749 -1.0742
O -0.3359 -1.7435 -1.5183
C -0.7004 0.6296 -1.4087
N 0.6816 0.7169 -0.9552
C 1.6357 0.9876 -2.0180
C 3.0549 0.8341 -1.4773
N 3.2557 1.7765 -0.3960
C 4.6391 1.8842 0.0493
C 5.2124 0.6165 0.6351
C 5.8369 -0.3206 -0.1796
C 6.3089 -1.5108 0.3451
C 6.1620 -1.7814 1.6948
C 5.5481 -0.8522 2.5171
C 5.0771 0.3374 1.9900
C 2.3109 1.5052 0.6674
C 0.8925 1.6627 0.1257
C -1.4882 -0.9123 0.4438
C -2.1222 -2.2679 0.7632
H -4.0188 -0.1126 2.6359
H -4.0987 2.3847 2.6020
H -5.9815 2.2424 -1.2356
H -5.8857 -0.2530 -1.1713
H -4.1869 -2.4860 -1.8394
H -2.5366 -3.1520 -1.7602
H -3.2686 -0.1886 -1.5689
H -2.4013 -1.0090 -2.8828
H 0.5350 -1.4266 -1.2369
H -0.7490 0.7654 -2.4935
H -1.3278 1.3992 -0.9470
H 1.4771 0.2742 -2.8295
H 1.5155 2.0105 -2.4136
H 3.7693 1.0551 -2.2732
H 3.2035 -0.2097 -1.1486
H 4.6734 2.6865 0.7921
H 5.2297 2.1935 -0.8179
H 5.9629 -0.1120 -1.2327
H 6.7942 -2.2280 -0.3008
H 6.5297 -2.7101 2.1053
H 5.4373 -1.0535 3.5727
H 4.6072 1.0626 2.6395
H 2.4717 2.2250 1.4730
H 2.4269 0.4853 1.0744
H 0.1728 1.4642 0.9218
H 0.7586 2.7014 -0.2216
H -2.1363 -0.1027 0.7825
H -0.5289 -0.8364 0.9574
H -2.3770 -2.3529 1.8195
H -1.4176 -3.0627 0.4974


(5)
34
Properties=species:S:1:pos:R:3 method="wB97M-V/def2-TZVPD" smiles="CN[C@H](C=O)[C@H](C)O.O.O.O.O.O" e_tot_ha=-784.4937 lumo_ev=0.133 de_lowest_kcal_mol=56.9 homo_lumo_gap_ev=9.27
C 2.2899 -0.9521 -2.4479
N 2.5198 -0.1994 -1.2335
C 1.3639 0.2864 -0.5263
C 0.7236 1.4923 -1.1788
O -0.1310 2.1265 -0.5822
C 1.8966 0.5779 0.9618
C 1.7685 -0.7497 1.7497
O 1.3089 1.6618 1.6033
H 1.6785 -0.4679 -3.2262
H 1.7792 -1.8751 -2.1709
H 3.2200 -1.1876 -2.9636
H 3.2080 0.5353 -1.3197
H 0.5098 -0.3430 -0.3664
H 0.9394 1.7835 -2.2199
H 2.9757 0.7120 0.8701
H 0.9348 -1.3251 1.3532
H 2.6719 -1.3393 1.6206
H 1.5518 -0.5828 2.8019
H 0.5032 1.9241 1.1418
O -2.0931 -1.9465 2.0757
H -2.8935 -2.4716 1.9533
H -2.3572 -1.1417 1.6046
O 1.2736 -3.7258 0.2712
H 0.6061 -3.9116 0.9385
H 0.9266 -2.9974 -0.2511
O -3.6339 0.5294 1.0253
H -3.0922 1.3184 1.1167
H -4.4087 0.7925 0.5242
O -2.7652 2.7721 -0.5893
H -3.0091 2.5060 -1.4752
H -1.8614 2.4973 -0.3575
O -1.9984 -0.8712 -1.3995
H -2.6766 -0.2122 -1.2237
H -2.3210 -1.7137 -1.0693


(6)
18
Properties=species:S:1:pos:R:3 method="wB97M-V/def2-TZVPD" charge=+1 e_tot_ha=-289.3120 lumo_ev=-3.365 de_lowest_kcal_mol=39.5 homo_lumo_gap_ev=10.07
C 0.3768 2.2590 0.2869
N -1.1336 1.8707 0.5714
C -1.5448 0.9677 -0.5440
C -0.1765 0.1528 -0.7986
C 0.9511 0.8683 0.2709
H 0.6807 2.9187 1.0816
H 0.3951 2.8179 -0.6090
H -1.0958 1.4515 1.4957
H -1.7541 2.6982 0.6362
H -2.4353 0.3273 -0.2544
H -1.9748 1.5014 -1.4601
H 0.2689 0.4709 -1.7204
H -0.1102 -0.9278 -0.7410
H 1.0799 0.3275 1.2113
H 1.9395 1.1267 -0.2297
H 1.2923 -6.9848 0.0698
H 2.0827 -5.7832 0.3947
O 1.1581 -6.0628 0.3388


(7)
16
Properties=species:S:1:pos:R:3 method="wB97M-V/def2-TZVPD" e_tot_ha=-342.6918 lumo_ev=0.639 de_lowest_kcal_mol=151.9 homo_lumo_gap_ev=9.45
C 0.2591 -0.9369 -1.3761
C -0.3689 0.5516 -1.4746
C -0.1987 1.7259 -0.7783
C -0.0838 1.9536 0.8148
C -0.3254 0.4704 1.0326
C -0.0603 -1.8683 -0.1543
H 1.3684 -1.0612 -1.2909
H -0.2488 -1.2024 -2.3325
H -0.7871 0.5954 -2.5437
H -0.9975 2.3470 -1.3129
H 0.7607 2.4125 1.5000
H -0.9736 2.5256 1.1780
H -1.3006 -0.4106 0.5878
H -0.0154 -2.8697 -0.4169
N 0.6319 -0.3815 1.2954
N 0.3484 -1.5776 1.0255


(8)
27
Properties=species:S:1:pos:R:3 method="wB97M-V/def2-TZVPD" charge=+1 e_tot_ha=-1104.2081 lumo_ev=-4.782 homo_lumo_gap_ev=8.29
N -1.7113 -3.0886 0.4401
C -2.1149 -2.0474 0.1336
C -2.4391 -0.6589 -0.0999
Cl -2.6340 -0.1456 -1.7770
C -2.9830 0.0935 0.9265
N -3.2572 1.4037 0.7525
C -2.3832 2.1924 0.2986
N -1.0837 1.6361 0.0184
C -0.5798 0.5632 0.5406
N 0.3872 -0.1431 0.0269
C 0.8614 -0.1922 -1.3141
C 2.4122 0.1897 -1.4508
O 3.2031 -0.7420 -0.6645
C 2.8849 -0.5799 0.7260
C 1.2419 -0.9295 0.8764
H -3.1345 -0.3510 1.8679
H -2.4344 3.2122 0.3220
H -0.5166 2.0923 -0.7241
H -0.8500 0.4369 1.5002
H 0.1161 0.4203 -1.9178
H 0.6164 -1.1986 -1.6862
H 2.8029 0.2135 -2.4779
H 2.6329 1.2675 -1.1154
H 3.0704 0.4065 1.0462
H 3.5537 -1.2970 1.3159
H 1.4310 -1.9247 0.4523
H 0.9076 -0.8295 1.9838


(9)
9
Properties=species:S:1:pos:R:3 method="wB97M-V/def2-TZVPD" smiles="NC(=S)C(O)=S" e_tot_ha=-1004.3255 lumo_ev=-1.105 de_lowest_kcal_mol=38.9 homo_lumo_gap_ev=7.91
N 0.1306 -0.7797 -1.2323
C 0.2789 0.1242 -0.3483
S 1.8123 0.7771 -0.2931
C -0.6923 0.2266 0.8817
O -0.1898 0.8810 1.8502
S -2.3063 -0.2427 0.7826
H -0.9408 -1.1633 -1.6494
H 1.1022 -0.8294 -1.6765
H 0.8053 1.0062 1.6851


(10)
31
Properties=species:S:1:pos:R:3 method="wB97M-V/def2-TZVPD" charge=-1 e_tot_ha=-1090.7832 lumo_ev=3.076 de_lowest_kcal_mol=21.0 homo_lumo_gap_ev=7.51
Cl 0.2764 -0.0050 -2.9278
N 2.7256 -0.4380 -0.9059
C 3.6686 -1.4092 -0.8666
C 4.7639 -0.9324 -0.1875
C 4.4266 0.3806 0.2425
C 3.1661 0.6550 -0.2207
H 1.7969 -0.4950 -1.3295
H 3.5006 -2.3614 -1.3430
H 5.6945 -1.4360 0.0172
H 5.0501 0.9631 0.9035
H 2.5100 1.4819 -0.0104
N -1.2877 -1.7355 2.3713
C 0.0567 -1.9176 2.5897
C 0.6728 -2.0075 1.3739
C -0.3324 -1.8659 0.3687
C -1.5177 -1.6880 1.0207
H -1.9412 -1.5279 3.1037
H 0.4414 -1.9077 3.5958
H 1.7404 -2.0707 1.2328
H -0.1692 -1.8699 -0.6982
H -2.5208 -1.5766 0.6451
N -4.4064 1.9866 -0.9948
C -3.4162 1.0437 -1.1594
C -2.2125 1.6311 -0.9107
C -2.4689 3.0212 -0.7114
C -3.8235 3.1952 -0.7180
H -5.3949 1.8165 -1.0132
H -3.6260 0.0444 -1.5022
H -1.2482 1.1501 -0.9004
H -1.7307 3.7931 -0.5700
H -4.3943 4.0816 -0.4950


(11)
111
Properties=species:S:1:pos:R:3 method="wB97M-V/def2-TZVPD" charge=+2 e_tot_ha=-4782.1566 lumo_ev=-5.679 de_lowest_kcal_mol=22.1 homo_lumo_gap_ev=6.87
Ta -0.0639 1.7006 -1.7216
C 6.4735 5.9659 -2.3216
O 5.3568 5.2019 -2.7967
C 4.5197 4.6662 -1.9210
C 4.6584 4.7711 -0.5255
C 3.7219 4.1774 0.2803
C 2.6226 3.4644 -0.2363
C 1.7340 2.7607 0.6353
C 1.8907 2.8035 2.1145
O 0.7950 2.0430 0.1835
C 2.5025 3.3845 -1.6451
O 1.4905 2.7200 -2.2240
C 3.4424 3.9602 -2.4687
H 6.9962 6.2976 -3.2115
H 7.1341 5.3453 -1.7161
H 6.1308 6.8296 -1.7522
H 5.4833 5.3103 -0.0866
H 3.8430 4.2542 1.3514
H 2.0977 3.8076 2.4791
H 2.7206 2.1499 2.3947
H 0.9903 2.4140 2.5745
H 3.3243 3.9202 -3.5429
C -7.6637 -0.9243 -0.3206
C -6.1741 -0.8252 -0.1703
C -5.4452 -1.8739 0.3867
C -4.0722 -1.7842 0.5429
C -3.4321 -0.6185 0.1472
C -4.1267 0.4460 -0.4151
C -5.4943 0.3269 -0.5745
S -1.6931 -0.5522 0.4289
O -1.2248 0.4504 -0.6702
C -1.5595 0.3269 1.9556
C -2.0044 1.6659 2.0320
C -1.8978 2.3282 3.2126
C -1.3142 1.7040 4.3470
C -1.1587 2.4048 5.5648
C -0.5853 1.7975 6.6453
C -0.1409 0.4620 6.5579
C -0.2876 -0.2452 5.3989
C -0.8760 0.3582 4.2600
C -1.0430 -0.3544 3.0303
C -0.7972 -1.8333 3.0393
C -1.7814 -2.6423 3.6897
C -3.0057 -2.1035 4.1680
C -3.9317 -2.9096 4.7647
C -3.6838 -4.2897 4.9268
C -2.5168 -4.8352 4.4793
C -1.5401 -4.0290 3.8460
C -0.3287 -4.5821 3.3670
C 0.5785 -3.8114 2.7089
C 0.3335 -2.4312 2.5276
S 1.4041 -1.4093 1.5167
O 2.6259 -0.9867 2.2612
C 1.9277 -2.6678 0.3621
C 3.2372 -3.1052 0.3813
C 3.6547 -4.0316 -0.5701
C 2.7786 -4.5205 -1.5312
C 3.2193 -5.5423 -2.5406
C 1.4568 -4.0592 -1.5266
C 1.0286 -3.1368 -0.5928
H -7.9793 -1.9552 -0.4713
H -8.0176 -0.3265 -1.1587
H -8.1581 -0.5553 0.5802
H -5.9566 -2.7782 0.6906
H -3.5116 -2.6079 0.9712
H -3.6067 1.3377 -0.7406
H -6.0513 1.1406 -1.0217
H -2.4329 2.1474 1.1646
H -2.2472 3.3499 3.2971
H -1.5048 3.4290 5.6267
H -0.4724 2.3382 7.5754
H 0.3170 -0.0059 7.4188
H 0.0588 -1.2684 5.3457
H -3.2049 -1.0458 4.0572
H -4.8616 -2.4891 5.1238
H -4.4245 -4.9124 5.4101
H -2.3201 -5.8928 4.6017
H -0.1402 -5.6374 3.5205
H 1.4901 -4.2457 2.3236
H 3.9096 -2.7305 1.1437
H 4.6767 -4.3901 -0.5526
H 4.2931 -5.7120 -2.4938
H 2.9634 -5.2328 -3.5544
H 2.7213 -6.4961 -2.3591
H 0.7603 -4.4396 -2.2645
H 0.0017 -2.7891 -0.5898
Cl -2.4185 0.2498 -8.9079
C -1.8981 0.5122 -7.2858
C -1.9100 -0.5365 -6.3768
C -1.4935 -0.3266 -5.0715
C -1.0638 0.9299 -4.6788
O -0.6799 1.1108 -3.3886
C -1.0391 1.9909 -5.5879
C -0.5602 3.3418 -5.2368
O -0.0861 3.6531 -4.1692
C -1.4674 1.7672 -6.8932
H -2.2523 -1.5125 -6.6918
H -1.5162 -1.1302 -4.3472
H -0.6310 4.0805 -6.0538
H -1.4580 2.5815 -7.6072
C 2.8647 0.2250 -3.7223
S 2.5026 -0.5743 -2.1690
C 3.7996 0.1083 -1.1538
O 1.1753 0.0451 -1.6701
H 2.8254 1.3081 -3.6285
H 2.1479 -0.1367 -4.4576
H 3.8669 -0.1033 -4.0027
H 4.7100 -0.4339 -1.4134
H 3.5429 -0.1043 -0.1147
H 3.9192 1.1716 -1.3390
Cl -1.5123 3.4363 -1.1570